2 unconnected molecules or ions with the total composition C21H22BClNO16P2S2 at a distorted geometry. Source: OMol25; level of theory: ωB97M-V/def2-TZVPD.

Cartesian coordinates (Å):
Cl 3.59827 0.74575 3.16420
S 5.62959 -2.31100 4.29444
S -5.57891 0.80742 3.64817
P -3.55984 -1.43404 5.20817
P -4.27787 3.08090 0.97678
O -1.05813 2.44221 0.36562
O -2.62510 -1.15533 6.69284
O -5.78491 3.51088 1.73388
O 3.89553 1.96130 -7.16672
O 0.09437 2.77705 -2.66053
O 1.08356 2.19249 -6.60855
O -4.58861 2.64680 -0.51379
O 1.46052 0.51186 0.56955
O 1.00202 0.12120 -7.51529
O 1.34075 -3.04992 -10.56342
O 1.76283 -4.20097 -7.96169
O -3.29040 4.55249 0.98300
O 1.71536 -1.10336 -9.47260
O 2.06027 -2.04432 -7.34618
O 3.30033 -0.06760 -7.97161
O -0.39717 -2.81651 4.43794
N -3.40841 -3.18824 4.90057
C 3.00234 -2.77144 5.56322
C 1.87027 0.94869 -3.19155
C 1.41308 -0.93417 4.23640
C -0.66392 0.50030 2.17205
C 0.43877 1.70406 -3.60633
C -2.79741 -0.37766 3.80867
C -1.31973 1.68892 -0.87991
C 1.59344 -2.43667 -9.53911
C 1.63717 1.23483 -7.12399
C -1.66251 1.59116 1.43963
C 3.04459 1.11912 -7.40342
C -3.80099 0.73132 3.05990
C 0.96119 0.34872 1.80568
C -1.33294 2.66725 -2.22277
C -1.22276 -0.51700 3.37643
C -0.12838 -1.56174 4.06975
C -3.26777 1.73523 1.87855
C 1.91748 -0.03226 3.12427
C 1.80470 -3.01277 -8.23688
C 3.89708 -3.10426 4.22104
C 2.30616 -1.28726 5.56564
B 2.01934 -0.77346 -8.07659
H -4.28306 -3.61230 4.51990
H -2.35336 1.10871 -0.74154
H -5.66192 4.01070 2.59315
H -2.01382 2.13742 -3.02970
H 3.36900 -2.77828 3.20729
H 2.81503 1.61162 -3.49054
H 3.17436 -0.48622 5.72462
H 1.90328 0.71888 -2.03848
H 1.91616 -0.08140 -3.75710
H -0.51664 0.84747 -1.10265
H -3.28144 -3.61194 5.86613
H -3.34812 -0.85291 7.34757
H 1.63652 -1.20417 6.55001
H 4.08297 -4.27874 4.23582
H 0.63979 2.21900 -4.65109
H -1.74379 3.73684 -1.92356
H 5.52541 -0.91274 4.43015
H 3.74245 -2.79946 6.49462
H 2.21764 -3.63308 5.76144
H -6.46656 0.74591 2.55689
H -0.37238 0.86148 -3.71341
H -3.06476 4.81320 1.92500

gap between HOMO and LUMO	6.0250	eV
total charge	-1
max |F|	8.970	eV/A
E_LUMO	-0.038	Ha
molar mass	716.745	g/mol

Atom charges from the Löwdin analysis, given in e for atoms 1 to 5:
1 Cl 0.59
2 S 0.57
3 S 0.63
4 P 0.83
5 P 0.71

=====

A molecular structure, C21H22Cl2N2O5STc at a distorted geometry. Source: OMol25; level of theory: ωB97M-V/def2-TZVPD.

Cartesian coordinates (Å):
Tc 1.21231 -0.82144 0.20043
Cl 4.62062 -1.50592 -0.86827
Cl 3.11092 -0.86788 1.71234
S 1.89525 1.08585 -0.85530
O -3.41103 -4.83247 -3.46700
O -2.28134 -6.84641 -3.38849
O 1.35436 -2.77515 -0.27969
O -0.15000 -1.44761 -1.04020
O 0.19978 0.28700 1.37440
N 1.16046 3.60661 -0.67929
N 0.73179 2.51963 1.23555
C 0.47426 4.77275 -0.05411
C 0.22878 1.51186 1.89633
C -0.99993 4.60041 0.08206
C 0.27606 -2.67705 -0.98753
C -1.60845 -5.94380 -2.75609
C -1.14904 3.04355 4.99109
C -0.37100 -3.78500 -1.63251
C -1.42649 1.91835 5.73380
C 4.36179 -1.89928 0.78934
C -0.61369 0.51544 3.96875
C -0.39902 -6.13592 -2.12510
C -1.59824 -3.59071 -2.26231
C -2.23983 -4.68283 -2.78878
C -1.19265 0.66083 5.19985
C -3.48870 -6.20637 -3.84194
C 1.17999 2.49058 -0.00558
C 1.78015 3.77178 -1.98084
C 0.19886 -5.07858 -1.51050
C -0.31554 1.66450 3.22250
C -0.60925 2.91730 3.72899
C 0.72824 3.77061 -3.08573
H -2.12277 -2.63774 -2.30201
H -4.33979 -6.69215 -3.32886
H 0.62951 5.64460 -0.68824
H 0.12973 2.86414 -3.05987
H -0.40951 -0.47861 3.60554
H 1.23035 3.84715 -4.04721
H -1.39967 5.49120 0.56882
H 0.95213 5.01406 0.91860
H -1.36238 3.72529 0.64032
H 0.04665 4.58443 -3.00036
H 2.50659 2.94747 -2.17057
H -1.38591 4.01917 5.37827
H -0.41949 3.77595 3.09750
H 0.00221 -7.13581 -2.17340
H 1.11265 -5.26167 -0.95101
H 2.30527 4.73810 -1.97429
H -3.60319 -6.26409 -4.93567
H 5.26385 -1.72100 1.40503
H -1.39221 4.58690 -0.91508
H 3.93524 -2.90530 0.86862
H -1.88561 2.02035 6.72342
H -1.45305 -0.20306 5.81429

gap between HOMO and LUMO (spin up / spin down)	5.5602 / 5.1949	eV
total charge	+2
max |F|	2.315	eV/A
E_LUMO (spin up / spin down)	-0.290 / -0.303	Ha
spin multiplicity	4
molar mass	583.389	g/mol

Atom charges from the Löwdin analysis, given in e for atoms 1 to 5:
1 Tc 1.32
2 Cl 0.64
3 Cl 0.58
4 S 0.77
5 O 0.06

=====

A molecular structure, C21H22F5IN6OOsPS3 at a distorted geometry. Source: OMol25; level of theory: ωB97M-V/def2-TZVPD.

Cartesian coordinates (Å):
Os 0.65515 0.19062 0.41681
I -1.28767 -5.31447 0.72382
S 1.51462 1.70130 -1.07892
S -1.48210 1.13195 0.90689
S 2.94539 -0.24594 0.42292
P -1.24590 -1.36613 -2.55718
F 0.97796 2.22309 2.36399
F -3.69195 3.53297 4.75942
F 0.98510 3.86955 4.47490
F -3.71668 1.96574 2.57723
F -1.35143 4.52683 5.68940
O -0.52477 -0.83458 -1.35548
N 6.55396 0.74581 -0.37413
N -2.89481 -1.39093 -2.34366
N 4.15272 3.44558 -2.95956
N 0.21126 -1.42666 1.75236
N -0.83590 -2.94140 -2.80212
N -0.91389 -0.46186 -3.89286
C -0.66155 -0.99709 -5.21819
C -3.35759 -1.82906 -1.03121
C -1.35778 3.74420 4.63443
C -1.67859 -3.91384 -3.48312
C -0.18822 2.57837 2.90844
C -0.89527 0.99095 -3.78367
C -1.37843 2.08367 2.36676
C 5.52607 1.10845 -0.73937
C -0.67133 -2.28671 3.78659
C -0.16416 3.40770 4.00956
C -0.12367 -2.57084 1.13605
C -0.03628 -1.29915 3.06324
C 4.25947 1.58509 -1.18252
C 0.56490 -3.33238 -2.67796
C 4.22115 2.63056 -2.15138
C -2.55665 3.23993 4.14855
C -1.06684 -3.45375 3.14679
C -2.55972 2.42970 3.03002
C -3.79730 -0.48409 -3.03476
C -0.77124 -3.59708 1.80028
C 3.09676 1.08044 -0.69539
H -1.17580 1.28801 -2.77394
H -2.65322 -2.55289 -0.62142
H -1.59820 1.44187 -4.49011
H 1.00455 -3.54780 -3.65662
H -0.68037 -2.08436 -5.19837
H -2.68233 -3.51619 -3.60093
H 0.29067 -0.38034 3.53309
H -1.41559 -0.65037 -5.93105
H 0.31743 -0.66886 -5.57696
H -3.98432 0.43042 -2.46058
H -1.26998 -4.17034 -4.46542
H -1.58310 -4.23297 3.69054
H 0.12181 -2.65786 0.08634
H -0.86174 -2.14721 4.84091
H 1.13537 -2.52992 -2.21248
H 0.64565 -4.23498 -2.06628
H 0.09974 1.38777 -4.00133
H -4.33033 -2.31511 -1.12949
H -3.38648 -0.21621 -4.00557
H -3.45713 -0.99280 -0.32954
H -1.72725 -4.83209 -2.89189
H -4.75522 -0.98352 -3.19345

ΔE to the lowest compared entry with this formula, charge and spin	0.00	kJ/mol
gap between HOMO and LUMO (spin up / spin down)	7.9129 / 5.7451	eV
total charge	+1
max |F|	1.136	eV/A
E_LUMO (spin up / spin down)	-0.129 / -0.219	Ha
spin multiplicity	5
molar mass	913.747	g/mol

Atom charges from the Löwdin analysis, given in e for atoms 1 to 5:
1 Os 0.93
2 I 0.97
3 S 0.63
4 S 0.74
5 S 0.61